Version i
Formula: CH3BrOS
Source: the OMol25 dataset
Level of theory: ωB97M-V/def2-TZVPD

Element x y z (Å)
C: 0.32 -0.05 -0.14
O: 1.62 2.41 0.55
S: 1.54 1.37 -0.44
Br: 3.41 -0.39 0.06
H: -0.55 0.35 -0.65
H: 0.08 -0.17 0.96
H: 0.64 -1.07 -0.68

Spin multiplicity   1
LUMO (spin up / spin down)   -1.710 / -1.710 eV
E_HOMO (spin up / spin down)   -10.0008 / -10.0012 eV
Gap between HOMO and LUMO (spin up / spin down)   8.3 / 8.3 eV

=====

Version ii
Formula: CH3BrOS
Source: the OMol25 dataset
Level of theory: ωB97M-V/def2-TZVPD

Element x y z (Å)
C: -0.58 0.32 0.02
O: 1.93 0.16 -0.39
S: 0.81 -0.73 -0.45
Br: 0.86 -2.03 1.46
H: -1.21 0.25 0.85
H: -1.73 0.67 -1.64
H: -0.09 1.35 0.15

Spin multiplicity   1
LUMO (spin up / spin down)   -1.656 / -1.652 eV
E_HOMO (spin up / spin down)   -10.1889 / -10.1892 eV
Gap between HOMO and LUMO (spin up / spin down)   8.5 / 8.5 eV

=====

Of them, version i has the highest stability.

=====

Version i
Formula: H2N2O2
Source: the OMol25 dataset
Level of theory: ωB97M-V/def2-TZVPD

Element x y z (Å)
N: 0.85 0.68 -0.20
N: -0.97 -0.40 0.14
O: 1.83 -0.23 -0.44
O: -1.77 0.13 1.10
H: 0.53 1.05 -1.13
H: -0.47 -1.22 0.53

Spin multiplicity   1
LUMO (spin up / spin down)   8.738 / 8.737 eV
E_HOMO (spin up / spin down)   3.9045 / 3.8421 eV
Gap between HOMO and LUMO (spin up / spin down)   4.8 / 4.9 eV
Charge   -2

=====

Version ii
Formula: H2N2O2
Source: the OMol25 dataset
Level of theory: ωB97M-V/def2-TZVPD

Element x y z (Å)
N: 2.13 0.28 -0.34
N: 2.95 1.02 -0.86
O: 1.71 -0.83 -0.70
O: 3.47 2.09 -0.45
H: 1.79 1.35 1.31
H: -12.04 -3.92 1.04

Spin multiplicity   1
LUMO (spin up / spin down)   5.245 / 5.244 eV
E_HOMO (spin up / spin down)   1.5986 / 1.5986 eV
Gap between HOMO and LUMO (spin up / spin down)   3.6 / 3.6 eV
Charge   -2

=====

Of them, version ii has the highest stability.

=====

Version i
Formula: H2O3Si
Source: the OMol25 dataset
Level of theory: ωB97M-V/def2-TZVPD

Element x y z (Å)
O: 0.07 0.50 -1.59
O: 0.63 1.10 -0.42
O: -0.57 -0.69 -0.89
Si: 0.03 -0.11 0.58
H: 0.91 -1.15 0.99
H: -1.07 0.35 1.33

Spin multiplicity   1
LUMO   -0.300 eV
E_HOMO   -9.9523 eV
Gap between HOMO and LUMO   9.7 eV

=====

Version ii
Formula: H2O3Si
Source: the OMol25 dataset
Level of theory: ωB97M-V/def2-TZVPD

Element x y z (Å)
O: -1.78 0.15 -0.04
O: -0.69 1.12 0.09
O: -0.71 -1.15 0.02
Si: 0.47 -0.02 0.00
H: 1.42 -0.42 -1.19
H: 1.28 0.33 1.12

Spin multiplicity   1
LUMO   -1.493 eV
E_HOMO   -10.7726 eV
Gap between HOMO and LUMO   9.3 eV

=====

Of them, version i has the highest stability.

=====

Version i
Formula: H36O18
Source: the OMol25 dataset
Level of theory: ωB97M-V/def2-TZVPD

Element x y z (Å)
O: 2.97 -7.15 -25.34
H: 3.74 -7.27 -24.79
H: 2.90 -6.21 -25.45
O: 3.19 -9.73 -31.17
H: 2.37 -9.82 -31.65
H: 3.08 -8.95 -30.64
O: 9.71 -5.78 -29.02
H: 8.94 -5.80 -29.60
H: 9.82 -6.69 -28.74
O: 9.25 -12.55 -32.64
H: 9.65 -12.14 -31.87
H: 8.84 -13.35 -32.31
O: 8.43 -13.65 -28.44
H: 7.71 -13.08 -28.15
H: 8.79 -13.20 -29.20
O: 6.31 -9.62 -25.65
H: 7.04 -10.21 -25.48
H: 5.61 -9.92 -25.07
O: 7.55 -12.24 -25.99
H: 7.43 -12.71 -25.17
H: 6.67 -12.19 -26.37
O: 4.72 -13.26 -26.64
H: 4.23 -13.36 -27.46
H: 4.05 -13.07 -25.98
O: 10.18 -11.50 -26.71
H: 9.97 -10.64 -27.09
H: 9.32 -11.90 -26.55
O: 10.36 -7.19 -25.65
H: 10.00 -7.46 -26.49
H: 9.74 -7.51 -25.00
O: 7.42 -5.54 -30.70
H: 7.26 -6.04 -31.50
H: 6.66 -5.71 -30.15
O: 6.21 -13.57 -31.92
H: 6.03 -12.70 -31.57
H: 5.36 -13.99 -31.97
O: 2.93 -7.79 -29.16
H: 2.93 -8.26 -28.33
H: 2.28 -7.09 -29.05
O: 6.78 -9.29 -28.44
H: 6.30 -9.94 -28.96
H: 6.40 -9.37 -27.56
O: 9.60 -8.45 -27.92
H: 10.20 -8.72 -28.62
H: 8.73 -8.68 -28.25
O: 8.68 -7.82 -23.60
H: 8.65 -7.24 -22.83
H: 7.98 -8.46 -23.44
O: 5.40 -11.32 -23.11
H: 5.74 -12.15 -22.77
H: 4.48 -11.32 -22.86
O: 5.48 -11.29 -30.41
H: 5.82 -10.71 -31.08
H: 4.54 -11.08 -30.36

Spin multiplicity   1
LUMO   -0.738 eV
E_HOMO   -9.2873 eV
Gap between HOMO and LUMO   8.5 eV

=====

Version ii
Formula: H36O18
Source: the OMol25 dataset
Level of theory: ωB97M-V/def2-TZVPD

Element x y z (Å)
O: 1.59 5.69 0.11
H: 2.26 6.01 0.79
H: 1.10 4.88 0.45
O: 4.25 -3.59 -0.58
H: 4.02 -4.55 -0.73
H: 4.85 -3.72 0.14
O: 0.84 -3.29 -2.15
H: 0.25 -3.99 -2.68
H: 0.42 -2.58 -2.62
O: 0.54 0.56 -0.92
H: 0.45 0.96 -1.90
H: 1.37 0.07 -1.08
O: -0.13 -1.42 -5.12
H: -0.38 -1.16 -5.96
H: 0.68 -1.03 -4.96
O: 4.57 -2.90 2.48
H: 3.55 -2.70 2.22
H: 4.63 -2.07 2.81
O: 1.72 2.16 -3.88
H: 2.46 2.66 -3.52
H: 1.38 2.60 -4.77
O: 1.96 -1.53 -0.95
H: 1.52 -2.34 -0.35
H: 2.19 -1.91 -1.72
O: -1.14 -0.02 1.06
H: -1.28 0.80 1.44
H: -0.37 -0.03 0.53
O: 0.41 3.45 3.33
H: -0.38 3.55 2.80
H: 0.84 2.62 2.97
O: 0.26 3.17 -0.57
H: 0.41 2.25 -0.68
H: -0.53 3.44 -1.03
O: -3.75 -0.77 1.59
H: -3.17 -1.17 2.41
H: -3.04 -0.71 0.94
O: -5.83 -2.55 -1.00
H: -5.73 -2.47 -0.14
H: -5.32 -2.54 -1.74
O: -1.38 -4.18 -0.77
H: -0.51 -3.94 -0.41
H: -1.66 -3.59 -1.49
O: -3.49 2.67 2.92
H: -4.14 2.26 2.26
H: -4.02 3.04 3.56
O: 3.25 4.48 1.68
H: 2.96 4.63 2.58
H: 4.04 4.22 1.74
O: -0.32 -2.91 3.66
H: -0.91 -3.60 4.08
H: -0.72 -2.04 3.57
O: -3.47 1.40 -0.42
H: -4.06 0.61 -0.50
H: -3.03 1.13 0.52

Spin multiplicity   1
LUMO   -0.252 eV
E_HOMO   -9.6997 eV
Gap between HOMO and LUMO   9.4 eV

=====

Version iii
Formula: H36O18
Source: the OMol25 dataset
Level of theory: ωB97M-V/def2-TZVPD

Element x y z (Å)
O: 1.93 3.34 -0.80
H: 1.70 4.19 -0.29
H: 1.17 2.73 -0.97
O: -0.41 1.14 -2.49
H: 0.40 0.61 -2.64
H: -0.51 1.78 -3.22
O: 2.75 -4.46 2.36
H: 3.35 -4.09 3.00
H: 2.29 -3.71 1.79
O: 2.49 -2.09 -4.83
H: 2.20 -1.18 -4.78
H: 1.66 -2.44 -4.49
O: -0.40 3.19 3.43
H: -0.93 3.02 4.21
H: 0.27 3.79 3.78
O: -1.41 1.10 -0.06
H: -1.90 1.87 0.19
H: -1.23 1.13 -1.04
O: 1.44 -1.96 1.71
H: 0.90 -2.26 2.53
H: 1.46 -0.99 1.88
O: 0.20 -4.50 1.21
H: -0.63 -4.09 1.12
H: -0.16 -5.33 0.71
O: 2.84 0.10 -1.69
H: 3.06 -0.77 -1.06
H: 1.93 0.37 -1.12
O: -2.40 0.98 3.20
H: -2.08 1.05 2.31
H: -3.02 0.25 3.13
O: -2.54 -2.08 -3.47
H: -2.93 -2.95 -3.33
H: -2.77 -1.58 -2.62
O: 2.32 4.93 3.20
H: 3.22 4.83 3.03
H: 1.85 4.28 3.66
O: -0.01 -2.94 -0.79
H: 0.01 -2.04 -0.27
H: 0.76 -3.51 -0.61
O: 0.31 -0.98 -3.50
H: 0.63 -1.36 -2.65
H: -0.21 -1.64 -3.90
O: -1.76 2.13 -5.37
H: -2.73 2.51 -5.27
H: -2.14 1.44 -5.95
O: -2.78 -2.31 1.59
H: -3.29 -2.42 2.48
H: -3.16 -1.49 1.30
O: 1.06 -0.07 4.01
H: 1.07 0.07 4.89
H: 0.66 0.52 3.48
O: -1.87 3.98 0.90
H: -1.15 3.93 0.30
H: -1.50 3.97 1.82

Spin multiplicity   1
LUMO   -0.258 eV
E_HOMO   -10.3269 eV
Gap between HOMO and LUMO   10.1 eV

=====

Of them, version i has the highest stability.

=====

Version i
Formula: C4H7PS
Source: the OMol25 dataset
Level of theory: ωB97M-V/def2-TZVPD

Element x y z (Å)
C: -1.56 1.00 0.46
C: -0.03 -0.13 1.62
C: -0.15 0.52 0.24
C: -0.18 -0.37 -1.02
P: -1.70 0.50 2.19
S: 1.10 1.72 0.05
H: -2.18 1.42 -0.39
H: 0.03 -1.18 1.64
H: 0.82 0.33 2.19
H: 0.56 -1.21 -0.98
H: 0.03 0.33 -1.85
H: -1.19 -0.76 -1.26
H: 0.64 2.48 -0.99

Spin multiplicity   1
SMILES   C[C@@]1(S)C=PC1
LUMO   -0.023 eV
E_HOMO   -8.7476 eV
Gap between HOMO and LUMO   8.7 eV

=====

Version ii
Formula: C4H7PS
Source: the OMol25 dataset
Level of theory: ωB97M-V/def2-TZVPD

Element x y z (Å)
C: 0.50 0.97 -0.35
C: 1.28 -0.37 -0.21
C: -0.77 0.85 0.50
C: -1.19 -0.69 0.75
P: 0.05 -1.84 -0.07
S: -2.18 0.20 -0.43
H: 1.21 1.71 0.02
H: 0.07 1.06 -1.28
H: 1.98 -0.41 -1.04
H: 2.05 -0.18 0.48
H: -0.91 1.55 1.20
H: -1.56 -1.08 1.74
H: -0.54 -1.77 -1.31

Spin multiplicity   1
SMILES   C1C[C@H]2S[C@H]2P1
LUMO   0.960 eV
E_HOMO   -8.4255 eV
Gap between HOMO and LUMO   9.4 eV

=====

Version iii
Formula: C4H7PS
Source: the OMol25 dataset
Level of theory: ωB97M-V/def2-TZVPD

Element x y z (Å)
C: 0.69 0.88 -1.15
C: -1.29 0.31 -0.42
C: 0.12 0.23 0.05
C: 0.66 -1.14 0.24
P: -0.65 1.16 -2.07
S: 0.32 1.23 1.60
H: 1.81 0.98 -1.13
H: -1.76 -0.69 -0.52
H: -1.87 0.88 0.15
H: 0.11 -1.59 1.02
H: 1.74 -1.35 0.54
H: 0.67 -1.78 -0.77
H: -0.55 0.88 2.46

Spin multiplicity   1
LUMO   0.113 eV
E_HOMO   -8.9876 eV
Gap between HOMO and LUMO   9.1 eV

=====

Of them, version ii has the highest stability.